(1)
A 5-piece molecular cluster, C13H29ClN3O5 overall in a non-equilibrium geometry, computed with ωB97M-V/def2-TZVPD.

* ΔE to the lowest compared entry with this formula, charge and spin: 0.00 kJ/mol

```
! wB97M-V def2-TZVPD RIJCOSX def2/J DEFGRID3
* xyz -1 1
Cl -0.037 -0.243 0.518
C -2.471 2.652 0.405
O -1.989 3.747 0.603
N -3.586 2.494 -0.363
C -4.078 1.148 -0.662
C -4.200 3.635 -1.008
H -2.057 1.728 0.832
H -5.167 1.146 -0.588
H -3.792 0.540 0.203
H -3.646 0.738 -1.570
H -4.828 4.182 -0.301
H -3.402 4.251 -1.422
H -4.842 3.323 -1.832
C -1.872 -0.122 3.844
O -1.532 0.719 4.664
N -2.711 -1.137 4.136
C -3.105 -2.074 3.097
C -3.379 -1.277 5.401
H -1.485 -0.138 2.817
H -2.530 -1.834 2.205
H -4.183 -1.994 2.926
H -2.931 -3.117 3.369
H -3.043 -0.532 6.119
H -4.459 -1.223 5.245
H -3.148 -2.224 5.901
C 1.707 2.735 -1.139
O 0.913 3.555 -0.751
N 2.903 3.025 -1.712
C 3.268 4.332 -2.172
C 3.845 1.996 -2.062
H 1.621 1.652 -0.947
H 3.211 4.428 -3.267
H 4.298 4.599 -1.921
H 2.584 5.089 -1.794
H 4.115 2.038 -3.122
H 4.795 2.124 -1.523
H 3.520 0.999 -1.777
O 1.708 -3.883 -2.930
C 2.406 -3.045 -2.431
O 3.484 -3.264 -1.665
C 3.948 -4.608 -1.509
C 3.391 -5.187 -0.216
C 2.123 -1.559 -2.530
H 5.036 -4.504 -1.440
H 3.802 -5.262 -2.369
H 2.311 -5.045 -0.208
H 3.827 -4.715 0.660
H 3.592 -6.263 -0.216
H 1.454 -1.324 -1.693
H 1.568 -1.298 -3.425
H 3.042 -1.001 -2.378
*
```

***

(2)
C13H29N6OPS2ScTe as an isolated structure in a non-equilibrium geometry, computed with ωB97M-V/def2-TZVPD.

```
! wB97M-V def2-TZVPD RIJCOSX def2/J DEFGRID3
* xyz -1 1
Sc -12.637 -7.098 -1.221
C -12.399 -9.682 1.229
N -12.775 -9.783 -0.158
C -14.013 -10.523 -0.375
C -11.753 -10.512 -0.874
C -10.376 -9.910 -0.946
N -10.363 -8.601 -1.530
C -9.319 -7.753 -0.966
C -10.157 -8.697 -2.967
H -12.050 -10.621 1.648
H -13.290 -9.425 1.877
H -11.602 -8.984 1.271
H -13.942 -11.539 0.052
H -14.279 -10.519 -1.431
H -14.908 -10.006 0.102
H -12.119 -10.590 -1.927
H -11.625 -11.501 -0.495
H -9.891 -10.663 -1.595
H -9.971 -9.954 0.062
H -8.345 -8.185 -1.009
H -9.533 -7.596 0.116
H -9.340 -6.820 -1.480
H -9.120 -9.135 -3.169
H -10.189 -7.640 -3.461
H -10.797 -9.454 -3.408
S -15.013 -6.380 -1.281
C -15.825 -7.387 -0.118
C -15.586 -7.139 1.237
N -15.343 -6.867 2.343
C -16.831 -8.227 -0.583
S -17.149 -8.616 -2.203
C -17.920 -8.601 0.304
N -18.773 -8.938 0.973
Te -11.479 -5.053 -2.524
N -13.677 -9.348 -3.741
N -13.279 -8.015 -3.473
H -13.946 -9.398 -4.737
H -14.539 -9.409 -3.237
H -13.863 -7.269 -3.860
H -12.313 -7.892 -3.826
C -12.269 -6.501 3.411
P -12.172 -5.753 1.761
C -13.260 -4.412 1.546
C -10.591 -4.976 1.687
O -12.319 -6.978 0.835
H -11.824 -6.137 4.311
H -12.008 -7.528 3.300
H -13.335 -6.506 3.637
H -12.907 -3.571 2.257
H -14.311 -4.701 1.733
H -13.202 -3.993 0.566
H -10.555 -4.011 2.296
H -10.317 -4.812 0.672
H -9.901 -5.738 2.099
*
```

***

(3)
A 11-piece molecular cluster, C13H2Cl40FN2O2S overall in a non-equilibrium geometry, computed with ωB97M-V/def2-TZVPD.

```
! wB97M-V def2-TZVPD RIJCOSX def2/J DEFGRID3
* xyz -1 1
O 4.427 5.471 1.183
C 3.683 5.083 0.266
O 3.881 5.189 -0.955
C 2.348 4.434 0.811
N 1.359 5.549 0.982
C 0.271 5.342 0.490
S -1.191 5.424 -0.100
N 1.786 3.305 0.039
F 2.219 2.143 0.742
H 2.562 4.038 1.800
H 2.285 3.211 -0.853
C 2.141 4.666 -4.395
Cl 0.824 5.782 -4.801
Cl 2.119 3.303 -5.537
Cl 3.684 5.508 -4.525
Cl 1.926 4.076 -2.758
C 2.392 2.845 -9.831
Cl 1.575 2.189 -11.258
Cl 1.511 4.255 -9.242
Cl 2.446 1.614 -8.567
Cl 4.040 3.317 -10.263
C -0.896 1.728 2.800
Cl 0.067 3.162 3.140
Cl 0.132 0.290 2.849
Cl -2.163 1.577 4.032
Cl -1.636 1.873 1.202
C -6.263 -2.873 1.369
Cl -7.635 -2.835 0.248
Cl -5.215 -1.500 1.060
Cl -6.863 -2.807 3.033
Cl -5.354 -4.367 1.123
C 0.567 -3.720 3.162
Cl 1.574 -2.302 2.835
Cl -1.126 -3.373 2.802
Cl 1.183 -5.058 2.162
Cl 0.723 -4.167 4.864
C 6.137 3.792 4.025
Cl 6.210 2.798 5.498
Cl 4.973 3.109 2.909
Cl 5.646 5.440 4.451
Cl 7.734 3.832 3.264
C -2.147 -5.700 -1.224
Cl -1.782 -6.765 -2.590
Cl -3.527 -6.372 -0.340
Cl -0.735 -5.616 -0.163
Cl -2.547 -4.085 -1.817
C -6.157 -6.221 -3.399
Cl -6.464 -4.817 -2.374
Cl -6.388 -7.696 -2.452
Cl -7.290 -6.219 -4.759
Cl -4.498 -6.159 -4.003
C 9.523 4.829 7.412
Cl 10.849 4.624 6.261
Cl 8.047 5.235 6.546
Cl 9.287 3.320 8.309
Cl 9.929 6.126 8.549
C -10.121 -9.452 -0.945
Cl -9.396 -7.881 -1.285
Cl -11.794 -9.235 -0.415
Cl -10.092 -10.442 -2.410
Cl -9.201 -10.261 0.329
*
```

***

(4)
A 4-piece molecular cluster, C13H30BN3O7 overall, computed with ωB97M-V/def2-TZVPD.

* SMILES: CCOB(O)COC=O.CNC(C)=O.CNC(C)=O.CNC(C)=O

```
! wB97M-V def2-TZVPD RIJCOSX def2/J DEFGRID3
* xyz 0 1
C 2.118 1.674 0.074
C 0.870 2.559 0.077
O 0.441 2.826 -1.278
B -0.907 2.873 -1.488
O -1.706 3.769 -0.801
C -1.555 1.910 -2.587
O -1.533 0.521 -2.166
C -1.944 0.290 -0.921
O -2.760 0.970 -0.336
H 1.989 0.786 0.699
H 2.987 2.233 0.430
H 2.338 1.365 -0.949
H 0.058 2.043 0.604
H 1.041 3.506 0.596
H -2.321 3.362 -0.179
H -2.564 2.231 -2.859
H -0.949 1.926 -3.498
H -1.429 -0.548 -0.440
C -3.020 -3.082 3.051
C -2.946 -1.817 2.229
O -2.230 -1.720 1.243
N -3.706 -0.763 2.608
C -4.613 -0.666 3.733
H -2.355 -3.815 2.605
H -2.709 -2.899 4.081
H -4.034 -3.482 3.060
H -3.607 0.036 1.996
H -5.629 -0.462 3.393
H -4.309 0.137 4.405
H -4.620 -1.596 4.293
C 2.466 -5.148 3.009
C 2.197 -4.057 4.023
O 2.548 -4.159 5.186
N 1.541 -2.950 3.585
C 1.047 -2.661 2.251
H 2.990 -5.952 3.514
H 1.535 -5.534 2.593
H 3.084 -4.777 2.191
H 1.396 -2.260 4.305
H 1.520 -1.757 1.860
H -0.031 -2.496 2.263
H 1.265 -3.481 1.576
C 1.897 1.138 -4.626
C 2.803 2.135 -3.941
O 3.418 1.855 -2.928
N 2.906 3.371 -4.498
C 2.251 3.879 -5.685
H 1.923 0.214 -4.057
H 0.871 1.505 -4.661
H 2.230 0.939 -5.646
H 3.519 3.990 -3.991
H 2.985 4.189 -6.431
H 1.624 4.739 -5.444
H 1.623 3.111 -6.124
*
```

***

Result set for LUMO energy: 2.81 2.22 1.04 0.53 eV, one per record in the order listed.
Result set for total energy: -41184.00246 -83896.49026 -535034.34319 -33449.63605 eV, one per record in the order listed.
Result set for Kohn-Sham gap: 7.4633 5.9898 6.3416 9.8588 eV, one per record in the order listed.